(P)
Below is an isolated molecule of C4H6O2S2, with properties calculated with ωB97M-V/def2-TZVPD.

XYZ file:
```
14
C4H6O2S2 | the OMol25 dataset | ωB97M-V/def2-TZVPD
C 2.55939 -0.41448 0.49474
C -0.60423 1.16149 -0.67926
C -1.19001 -0.70072 0.80690
C -1.75819 0.35097 -0.14295
O 4.01801 -2.04003 -0.47054
O 1.70085 2.09335 -0.46948
S 2.88186 -1.18592 -0.90387
S 0.86954 0.97795 0.01263
H -0.81672 1.97542 -1.35027
H -0.52116 -0.32807 1.49843
H -0.52657 -1.52842 0.36353
H -2.00333 -1.16349 1.33109
H -2.37802 0.98381 0.39748
H -2.23141 -0.18187 -0.88842
```

* gap between HOMO and LUMO: 0.2720 Ha

---

(Q)
Below is an isolated molecule of C4H6O2S2, with properties calculated with ωB97M-V/def2-TZVPD.

XYZ file:
```
14
C4H6O2S2 | the OMol25 dataset | ωB97M-V/def2-TZVPD
O -0.02709 2.04406 -0.39133
C -0.30054 0.87752 -0.46492
C -1.58593 0.24370 -0.79599
S -2.78402 -0.19778 0.68382
C 0.87951 -0.08706 -0.08715
S 0.81776 -1.60024 -0.47017
C 1.98889 0.82941 0.30801
O 3.13012 0.05388 0.83828
H -2.25119 0.93706 -1.42166
H -1.40748 -0.70091 -1.34672
H -2.33449 -1.52500 1.13218
H 1.58456 1.59383 1.09615
H 2.34278 1.45072 -0.68197
H 2.81027 -0.95242 0.46822
```

* structure (SMILES): O=C(CS)C(=S)CO
* gap between HOMO and LUMO: 0.2887 Ha

---

Stability verdict: (Q), ahead by 107.5 kcal/mol

---

(P)
Below is an isolated molecule of C3H5N3O, with properties calculated with ωB97M-V/def2-TZVPD.

XYZ file:
```
12
C3H5N3O | the OMol25 dataset | ωB97M-V/def2-TZVPD
C -0.32652 0.89641 1.83205
N 0.77906 0.37248 1.00109
C 0.49721 -0.06497 -0.11564
N -0.76844 -0.01940 -0.69568
C -0.62707 -0.59156 -1.84051
O 0.59942 -0.93542 -2.21238
N 1.39063 -0.60643 -1.05791
H -1.35313 1.00852 1.32271
H -0.38400 0.30412 2.72605
H -0.08196 1.87810 2.25461
H -1.41025 -0.74486 -2.59284
H 1.68507 -1.49698 -0.62156
```

* structure (SMILES): C/N=c1\nco[nH]1
* gap between HOMO and LUMO: 0.3655 Ha

---

(Q)
Below is an isolated molecule of C3H5N3O, with properties calculated with ωB97M-V/def2-TZVPD.

XYZ file:
```
12
C3H5N3O | the OMol25 dataset | ωB97M-V/def2-TZVPD
H -0.25858 -2.51670 -0.39162
N 0.00999 -2.03094 0.35880
C 0.26953 -0.77717 0.25990
N 0.64705 0.19362 1.23543
C 0.16905 1.44621 0.90565
C 0.04513 1.34043 -0.48314
N 0.29438 0.08259 -1.02319
O -0.59908 -0.78950 -1.87497
H 0.55361 -0.45844 2.07765
H 0.35694 2.38658 1.56395
H -0.11601 2.01024 -1.33547
H -1.37201 -0.88692 -1.29299
```

* structure (SMILES): [H]/N=c1/[nH]ccn1O
* gap between HOMO and LUMO: 0.3291 Ha

---

(R)
Below is a structure of composition C3H5N3O, with properties calculated with ωB97M-V/def2-TZVPD.

XYZ file:
```
12
C3H5N3O | the OMol25 dataset | ωB97M-V/def2-TZVPD
C 1.42316 -0.31832 -0.74888
C 1.31619 0.89948 -0.13975
C -2.26982 -0.06091 -0.05559
N 1.07341 -0.92728 0.55664
N 1.05584 0.44978 1.10934
N -2.87438 0.96012 -0.08582
O -1.83617 -1.13490 -0.03562
H 1.39108 -0.80501 -1.69690
H 1.43931 1.92076 -0.44041
H 1.77272 -1.53104 0.99402
H 0.15201 -1.37950 0.60312
H -2.64335 1.92682 -0.06014
```

* gap between HOMO and LUMO: 0.2947 Ha

---

Stability verdict: (P), ahead by 30.8 kcal/mol

---

(P)
Below is a cluster of 2 separate species, C3H5N3O in total, with properties calculated with ωB97M-V/def2-TZVPD.

XYZ file:
```
12
C3H5N3O | the OMol25 dataset | ωB97M-V/def2-TZVPD
C 0.30103 -0.39852 -0.14989
C -0.02698 0.30540 -1.53657
C -0.98538 -0.80447 0.57240
O 0.38003 1.47753 0.46670
N 0.04532 1.52187 -1.43080
N 1.36642 -1.07872 -0.13831
N -1.50455 -0.17868 1.52153
H 1.27908 1.83454 0.45661
H 1.76188 -1.35557 0.75345
H -1.00938 0.70383 1.70588
H -0.18794 -0.29169 -2.42752
H -1.41953 -1.73554 0.20652
```

* gap between HOMO and LUMO (alpha / beta): 0.2905 / 0.2905 Ha

---

(Q)
Below is a structure of composition C3H5N3O, with properties calculated with ωB97M-V/def2-TZVPD.

XYZ file:
```
12
C3H5N3O | the OMol25 dataset | ωB97M-V/def2-TZVPD
N 1.96011 0.61539 -0.02499
C 0.64708 0.36447 -0.21150
C -0.13188 -0.75855 0.45636
N -1.10189 -0.99007 -0.64450
C -1.36233 0.42139 -0.65234
O -2.30413 0.87679 -0.04442
N -0.15078 1.10249 -0.90942
H 2.50486 0.06032 0.61235
H 2.28120 1.54933 -0.23799
H 0.44716 -1.64924 0.76035
H -1.93593 -1.43151 -0.26172
H -0.85349 -0.16083 1.15781
```

* gap between HOMO and LUMO: 0.3776 Ha

---

Stability verdict: (Q), ahead by 106.4 kcal/mol

---

(P)
Below is an isolated molecule of C3H5N3O, with properties calculated with ωB97M-V/def2-TZVPD.

XYZ file:
```
12
C3H5N3O | the OMol25 dataset | ωB97M-V/def2-TZVPD
C -0.01893 1.70156 -0.06971
N 0.25539 0.30651 0.09083
C 1.52457 -0.06358 0.06388
N 2.64294 -0.33629 -0.00459
C -0.83581 -0.59150 0.16970
N -0.44112 -1.94219 0.05881
O -1.93163 -0.16788 0.49977
H -0.27554 1.85984 -1.14440
H -0.92545 1.90423 0.59325
H 0.96564 2.22008 0.23535
H 0.24335 -2.20501 -0.61181
H -1.20340 -2.68578 0.11891
```

* structure (SMILES): CN(C#N)C(N)=O
* gap between HOMO and LUMO: 0.3926 Ha

---

(Q)
Below is a cluster of 2 separate species, C3H5N3O in total, with properties calculated with ωB97M-V/def2-TZVPD.

XYZ file:
```
12
C3H5N3O | the OMol25 dataset | ωB97M-V/def2-TZVPD
O -2.13132 -0.03266 -0.48024
C -1.41082 0.17407 0.57807
C -0.06682 0.44803 0.58596
N 0.55454 0.42291 -0.61694
N 1.79128 0.48351 -0.25815
C 2.01818 0.55533 1.14397
N 0.77056 0.54627 1.64163
H -1.51638 0.03403 -1.23634
H -0.60020 -1.84111 -2.19802
H -1.99139 0.10776 1.47960
H 2.51726 0.46325 -0.96429
H 0.05148 -1.61493 -1.88882
```

* gap between HOMO and LUMO: 0.2425 Ha

---

Stability verdict: (P), ahead by 98.8 kcal/mol

---

(P)
Below is an isolated molecule of C3H5N3O, with properties calculated with ωB97M-V/def2-TZVPD.

XYZ file:
```
12
C3H5N3O | the OMol25 dataset | ωB97M-V/def2-TZVPD
O 1.38026 1.04102 -1.92272
C 0.10919 0.92213 -1.34283
C -0.00634 0.02431 -0.13817
N -1.19311 0.01327 0.53617
C -0.98335 -0.87014 1.48180
N 0.26076 -1.36579 1.38034
N 0.90964 -0.79763 0.33474
H 1.59339 0.20963 -2.36182
H -0.64903 0.58629 -2.06697
H -0.18929 1.92499 -1.02493
H -1.69432 -1.17215 2.23911
H 0.71426 -2.05225 1.96323
```

* structure (SMILES): OCc1nc[nH]n1
* gap between HOMO and LUMO: 0.3974 Ha

---

(Q)
Below is an isolated molecule of C3H5N3O, with properties calculated with ωB97M-V/def2-TZVPD.

XYZ file:
```
12
C3H5N3O | the OMol25 dataset | ωB97M-V/def2-TZVPD
O 2.16998 -0.08299 1.30125
C 1.17647 0.82307 0.89182
C 0.10175 0.17543 0.07349
N -1.13231 0.71572 -0.12430
C -1.67506 -0.11684 -0.98098
N -0.81980 -1.10993 -1.27619
N 0.33951 -0.92943 -0.60590
H 2.27655 -0.74064 0.59960
H 1.60144 1.64165 0.28675
H 0.72969 1.27335 1.78292
H -2.67303 -0.04479 -1.39310
H -0.89795 -1.82379 -1.98114
```

* structure (SMILES): OCc1nc[nH]n1
* gap between HOMO and LUMO: 0.3984 Ha

---

Stability verdict: (Q), ahead by 1.7 kcal/mol

---

(P)
Below is an isolated molecule of C3H5N3O, with properties calculated with ωB97M-V/def2-TZVPD.

XYZ file:
```
12
C3H5N3O | the OMol25 dataset | ωB97M-V/def2-TZVPD
H -1.95829 1.21748 0.15055
N -1.11444 1.69987 0.00284
C -0.20634 0.82802 -0.00214
O 1.10583 1.00436 -0.05281
N 1.69870 -0.25245 -0.02134
C 0.77464 -1.19838 -0.06842
C -0.41616 -0.63776 -0.02459
N -1.65345 -1.16656 -0.10056
H 2.30793 -0.26529 0.81964
H 1.21050 -2.24011 -0.02690
H -1.61841 -2.20618 0.38051
H -2.21692 -0.45813 0.50302
```

* structure (SMILES): [H]/N=c1/o[nH]cc1N
* gap between HOMO and LUMO: 0.3168 Ha

---

(Q)
Below is an isolated molecule of C3H5N3O, with properties calculated with ωB97M-V/def2-TZVPD.

XYZ file:
```
12
C3H5N3O | the OMol25 dataset | ωB97M-V/def2-TZVPD
O -0.84169 -1.65209 0.28872
C 0.05998 -1.83448 -0.74694
C 0.20474 -0.35448 -0.67891
N -1.14734 0.14258 -0.68637
N -1.06559 1.19768 0.01443
C 0.23193 1.25157 0.72756
N 1.05175 0.37657 -0.04935
H 0.02902 0.75770 1.69346
H -0.37800 -2.25415 -1.66053
H 0.99472 -2.34347 -0.48536
H -1.90630 1.71779 0.23259
H 0.59307 2.26877 0.87921
```

* gap between HOMO and LUMO: 0.3128 Ha

---

Stability verdict: (P), ahead by 26.4 kcal/mol